Model a:
ORCA calculation (ωB97M-V with the def2-TZVPD basis set) on a 2-piece molecular cluster, C4H11PS2 overall.

HOMO energy (alpha / beta), eV: -8.7 / -8.7
Total charge: 0
Lowest unoccupied orbital energy (alpha / beta), eV: -2.32 / -2.35
Gap between HOMO and LUMO (alpha / beta), eV: 6.33 / 6.31

Each line ends with the Mulliken charge.
CARTESIAN COORDINATES (ANGSTROEM)
1 C -1.59 -1.17 1.14  -1.2877
2 C 2.36 0.13 0.45  -0.7821
3 C -0.07 1.19 -2.69  -0.7636
4 C -0.10 -1.13 1.13  -0.5978
5 P 0.55 0.44 0.22  0.1458
6 S 1.55 3.49 -0.26  -0.1154
7 S 0.11 -0.34 -1.70  -0.1523
8 H -2.07 -0.41 1.72  0.3363
9 H -2.11 -1.11 0.13  0.2675
10 H -2.03 -2.04 1.36  0.5046
11 H 3.07 0.99 0.21  0.3080
12 H 2.69 -0.34 1.41  0.2753
13 H 2.46 -0.56 -0.42  0.2521
14 H -1.06 1.62 -2.69  0.3067
15 H 0.04 0.86 -3.65  0.3578
16 H 0.70 2.01 -2.51  0.2125
17 H 0.40 -1.97 0.62  0.3451
18 H 0.37 -1.34 2.12  0.3872

---

Model b:
ORCA calculation (ωB97M-V with the def2-TZVPD basis set) on one molecule with the formula C4H11PS2.

HOMO energy, eV: -7.5
Total charge: 0
Lowest unoccupied orbital energy, eV: 0.52
Gap between HOMO and LUMO, eV: 8.00

Each line ends with the Mulliken charge.
CARTESIAN COORDINATES (ANGSTROEM)
1 C -2.67 -0.76 0.96  -0.9759
2 P -1.08 -0.44 0.19  0.7926
3 C 0.27 0.27 1.25  -1.0881
4 C -0.46 -2.18 -0.07  -1.0601
5 S -0.64 0.86 -1.57  -0.2573
6 S 1.32 0.70 -2.08  -0.0496
7 C 2.23 2.05 -1.31  -0.7999
8 H -3.24 -1.37 0.27  0.2379
9 H -3.01 0.01 1.61  0.3068
10 H 1.35 0.14 0.92  0.3060
11 H 0.08 1.36 1.34  0.3387
12 H 0.02 -0.12 2.34  0.3671
13 H -0.32 -2.44 0.95  0.3588
14 H -1.45 -2.64 -0.50  0.2891
15 H 0.27 -2.28 -0.84  0.3565
16 H 1.64 2.54 -0.65  0.3059
17 H 2.59 2.64 -2.16  0.3207
18 H 3.13 1.65 -0.65  0.2508

---

We find model b to be the most stable, with the next structure 1.445 eV higher.

---

Model a:
ORCA calculation (ωB97M-V with the def2-TZVPD basis set) on a 2-piece molecular cluster, C9H14N3 overall.

HOMO energy, eV: -12.6
Total charge: +1
Lowest unoccupied orbital energy, eV: -4.85
Gap between HOMO and LUMO, eV: 7.78

Each line ends with the Mulliken charge.
CARTESIAN COORDINATES (ANGSTROEM)
1 C -2.84 1.60 0.53  -1.0305
2 C -3.25 0.24 0.42  0.4700
3 C -1.59 2.00 0.11  0.0885
4 C -1.00 -0.51 -0.06  0.2007
5 C 2.76 -0.11 0.46  -0.4449
6 C 2.55 0.84 -0.46  0.4867
7 C 3.96 -1.00 0.52  -1.0830
8 C 2.47 1.93 -1.22  -1.0203
9 C -2.85 -2.02 -0.05  -0.9729
10 N -0.71 0.96 -0.22  0.0522
11 N -2.37 -0.71 0.08  0.0663
12 N -0.24 -1.48 -0.01  -0.5212
13 H -3.59 2.41 0.42  0.3360
14 H -4.26 -0.15 0.70  0.3206
15 H -1.16 2.95 0.07  0.4819
16 H 1.95 -0.37 1.23  0.4382
17 H 3.95 -1.69 -0.34  0.2505
18 H 4.07 -1.53 1.41  0.3651
19 H 4.72 -0.33 0.32  0.3678
20 H 0.14 1.15 -0.72  0.1653
21 H 3.01 2.79 -0.89  0.2799
22 H 2.28 1.83 -2.22  0.3882
23 H -2.54 -2.58 -0.93  0.3399
24 H -2.39 -2.58 0.81  0.3725
25 H -3.84 -2.20 0.18  0.3343
26 H 0.79 -1.45 -0.15  0.2680

---

Model b:
ORCA calculation (ωB97M-V with the def2-TZVPD basis set) on an isolated ion of composition C9H14N3 and charge +1.

HOMO energy, eV: -12.5
Total charge: +1
Lowest unoccupied orbital energy, eV: -3.24
Gap between HOMO and LUMO, eV: 9.25

Each line ends with the Mulliken charge.
CARTESIAN COORDINATES (ANGSTROEM)
1 C -0.71 -1.57 -1.93  -1.2645
2 C -1.36 -0.61 -0.94  0.5960
3 N -0.65 0.61 -0.88  -0.1763
4 C 0.44 1.13 -0.11  0.4507
5 C 0.96 0.30 0.97  -0.2277
6 C 2.14 0.59 1.57  0.5921
7 N 2.72 -0.03 2.55  -0.4330
8 C 2.73 1.89 1.24  -0.5078
9 C 2.04 2.79 0.42  -0.5609
10 N 1.04 2.27 -0.43  -0.0933
11 C -2.09 -1.15 0.36  -0.6882
12 C -2.82 -0.59 -0.86  -0.8907
13 H -0.53 -1.00 -2.87  0.3277
14 H -1.56 -2.27 -2.30  0.3294
15 H 0.18 -2.09 -1.62  0.2839
16 H -0.95 1.12 -1.74  0.3252
17 H 0.21 -0.35 1.42  0.2930
18 H 3.36 0.41 3.22  0.2331
19 H 2.20 -0.82 2.93  0.2430
20 H 3.62 2.24 1.81  0.3319
21 H 2.48 3.78 0.20  0.3408
22 H 0.83 2.74 -1.31  0.2762
23 H -2.11 -0.42 1.22  0.3467
24 H -2.11 -2.24 0.50  0.2787
25 H -3.36 -1.30 -1.48  0.2666
26 H -3.22 0.37 -0.78  0.3274

---

We find model b to be the most stable, with the next structure 2.523 eV higher.

---

Model a:
ORCA calculation (ωB97M-V with the def2-TZVPD basis set) on one molecule with the formula C4H5NS.

HOMO energy (alpha / beta), eV: -8.1 / -8.1
Total charge: 0
Lowest unoccupied orbital energy (alpha / beta), eV: -1.06 / -1.06
Gap between HOMO and LUMO (alpha / beta), eV: 7.06 / 7.06

Each line ends with the Mulliken charge.
CARTESIAN COORDINATES (ANGSTROEM)
1 C 1.71 -1.71 0.11  -0.2119
2 C -1.57 -1.14 0.00  -0.4894
3 C -0.43 -0.34 0.06  0.5191
4 C -0.35 1.10 0.19  -1.1931
5 N 0.71 -1.04 0.00  0.0277
6 S -3.04 -0.32 -0.01  -0.2673
7 H 2.19 -2.14 -0.81  0.2524
8 H -1.66 -2.17 0.06  0.3968
9 H -1.01 1.65 -0.59  0.2788
10 H 0.69 1.47 0.29  0.3186
11 H -0.82 1.49 1.03  0.3683

---

Model b:
ORCA calculation (ωB97M-V with the def2-TZVPD basis set) on one molecule with the formula C4H5NS.

HOMO energy, eV: -8.1
Total charge: 0
Lowest unoccupied orbital energy, eV: -0.39
Gap between HOMO and LUMO, eV: 7.72

Each line ends with the Mulliken charge.
CARTESIAN COORDINATES (ANGSTROEM)
1 C -1.46 1.74 0.06  -0.2740
2 N -0.83 0.75 -0.32  -0.2399
3 C -0.56 -0.53 -0.02  -0.0247
4 C 0.57 -1.31 -0.03  -0.4634
5 C 1.92 -0.87 -0.09  -0.3387
6 S 2.30 0.71 0.13  -0.3076
7 H -1.64 1.98 1.20  0.2412
8 H -1.81 2.40 -0.82  0.2483
9 H -1.42 -1.03 0.12  0.3915
10 H 0.28 -2.29 0.01  0.3578
11 H 2.65 -1.54 -0.23  0.4094

---

We find model b to be the most stable, with the next structure 0.351 eV higher.

---

Model a:
ORCA calculation (ωB97M-V with the def2-TZVPD basis set) on one molecule with the formula C4H5NS.

HOMO energy, eV: -8.2
Total charge: 0
Lowest unoccupied orbital energy, eV: 0.02
Gap between HOMO and LUMO, eV: 8.18

Each line ends with the Mulliken charge.
CARTESIAN COORDINATES (ANGSTROEM)
1 C 0.34 -1.23 -0.87  -0.0065
2 C -0.72 -0.47 -0.65  -0.0214
3 C -1.87 0.09 -0.38  -0.6572
4 C 1.15 1.06 1.00  -0.5068
5 N 1.42 -1.39 -0.05  -0.4017
6 S 1.94 -0.36 0.94  0.1882
7 H 0.43 -1.73 -1.78  0.3541
8 H -2.18 1.12 -0.54  0.3053
9 H -2.52 -0.49 0.22  0.2240
10 H 1.68 1.70 1.64  0.3081
11 H 0.32 1.69 0.46  0.2139

---

Model b:
ORCA calculation (ωB97M-V with the def2-TZVPD basis set) on one molecule with the formula C4H5NS.

HOMO energy, eV: -8.4
Total charge: 0
Lowest unoccupied orbital energy, eV: 0.88
Gap between HOMO and LUMO, eV: 9.25

Each line ends with the Mulliken charge.
CARTESIAN COORDINATES (ANGSTROEM)
1 C -0.80 1.35 -0.04  0.0456
2 N -1.89 0.74 0.24  -0.4480
3 S -1.72 -0.99 0.01  -0.0651
4 C -0.09 -0.97 -0.45  -0.0400
5 C 0.91 -0.60 0.63  -0.6369
6 C 0.38 0.50 -0.42  -0.4510
7 H -0.52 2.46 0.22  0.2748
8 H 0.23 -1.55 -1.36  0.3574
9 H 1.77 -1.23 0.62  0.3098
10 H 0.57 -0.54 1.63  0.2494
11 H 1.14 0.84 -1.07  0.4041

---

Model c:
ORCA calculation (ωB97M-V with the def2-TZVPD basis set) on one molecule with the formula C4H5NS.

HOMO energy, eV: -8.4
Total charge: 0
Lowest unoccupied orbital energy, eV: 0.44
Gap between HOMO and LUMO, eV: 8.87

Each line ends with the Mulliken charge.
CARTESIAN COORDINATES (ANGSTROEM)
1 C 1.59 -0.11 -0.05  -0.8970
2 C 0.28 0.06 0.02  0.5870
3 C -0.41 1.37 -0.03  -0.2142
4 N -1.69 1.39 0.01  -0.4847
5 S -2.37 -0.25 -0.03  -0.0375
6 C -0.72 -1.05 0.03  -0.4703
7 H 2.31 0.73 0.05  0.2524
8 H 2.09 -1.09 -0.06  0.2674
9 H 0.17 2.26 0.07  0.3660
10 H -0.61 -1.59 -0.91  0.3059
11 H -0.63 -1.72 0.91  0.3251

---

We find model c to be the most stable, with the next structure 0.989 eV higher.

---

Model a:
ORCA calculation (ωB97M-V with the def2-TZVPD basis set) on one molecule with the formula C18H21N3O2S.

HOMO energy, eV: -8.5
Total charge: 0
Lowest unoccupied orbital energy, eV: 0.64
Gap between HOMO and LUMO, eV: 9.13

Each line ends with the Mulliken charge.
CARTESIAN COORDINATES (ANGSTROEM)
1 C -2.54 -0.30 2.93  -1.4001
2 C -2.55 1.04 2.20  -0.1415
3 C -2.98 0.92 0.73  -1.2074
4 N -1.87 0.79 -0.18  0.3846
5 C -1.43 -0.31 -0.86  0.5535
6 C -1.95 -1.70 -0.67  -1.0462
7 N -0.89 -2.67 -0.81  -0.3662
8 S 0.19 -2.74 0.47  1.3712
9 O 1.00 -3.89 0.24  -0.7270
10 O -0.61 -2.68 1.66  -0.7342
11 C 1.22 -1.28 0.38  0.2627
12 C 1.03 -0.25 1.27  -0.5346
13 C 1.81 0.89 1.17  -0.6106
14 C 2.78 0.99 0.17  0.7754
15 C 3.61 2.24 0.06  -1.4606
16 C 2.96 -0.07 -0.71  -0.6763
17 C 2.18 -1.21 -0.61  -0.8513
18 N -0.45 -0.05 -1.69  -0.5512
19 C -0.20 1.29 -1.56  0.6179
20 C 0.73 2.10 -2.20  -0.7031
21 C 0.75 3.44 -1.86  -0.6963
22 C -0.13 3.97 -0.91  -0.6820
23 C -1.06 3.18 -0.27  -0.9398
24 C -1.09 1.84 -0.61  0.7388
25 H -1.87 -1.02 2.47  0.2841
26 H -2.23 -0.15 3.96  0.3639
27 H -3.55 -0.72 2.95  0.4100
28 H -1.55 1.49 2.23  0.2983
29 H -3.24 1.71 2.71  0.4440
30 H -3.65 0.06 0.60  0.5233
31 H -3.53 1.82 0.43  0.4410
32 H -2.34 -1.83 0.34  0.4717
33 H -2.74 -1.92 -1.40  0.2636
34 H -0.40 -2.59 -1.69  0.3808
35 H 0.29 -0.35 2.04  0.7292
36 H 1.67 1.71 1.86  0.4767
37 H 4.38 2.13 -0.69  0.3666
38 H 2.97 3.08 -0.20  0.2498
39 H 4.08 2.46 1.02  0.3872
40 H 3.72 0.00 -1.47  0.3854
41 H 2.31 -2.04 -1.28  0.4122
42 H 1.40 1.69 -2.93  0.4758
43 H 1.46 4.10 -2.34  0.4138
44 H -0.07 5.02 -0.68  0.4083
45 H -1.74 3.60 0.46  0.4386

---

Model b:
ORCA calculation (ωB97M-V with the def2-TZVPD basis set) on one molecule with the formula C18H21N3O2S.

HOMO energy, eV: -8.3
Total charge: 0
Lowest unoccupied orbital energy, eV: 0.43
Gap between HOMO and LUMO, eV: 8.68

Each line ends with the Mulliken charge.
CARTESIAN COORDINATES (ANGSTROEM)
1 C 4.50 1.11 -1.02  -1.2244
2 C 3.04 1.55 -1.10  -0.2792
3 C 2.39 1.51 0.27  0.5025
4 O 2.95 1.07 1.25  -0.6532
5 N 1.13 2.01 0.34  0.2484
6 C 0.37 2.53 -0.77  -0.9291
7 C -1.14 2.40 -0.47  -1.0621
8 N -1.32 1.13 0.20  0.7131
9 C -2.55 0.46 0.03  0.0460
10 C -3.77 1.10 -0.06  -0.3635
11 C -4.94 0.37 -0.22  -0.8156
12 C -4.89 -1.01 -0.27  -0.6055
13 C -3.68 -1.67 -0.20  -0.5579
14 C -2.51 -0.95 -0.06  -0.0189
15 N -1.24 -1.52 -0.03  -0.0222
16 C -0.88 -2.83 0.08  0.6581
17 O -1.66 -3.76 0.18  -0.6937
18 C 0.57 -3.05 0.09  -0.0825
19 C 1.20 -4.25 0.27  -0.5238
20 C 2.60 -4.16 0.26  -0.7399
21 C 3.03 -2.88 0.07  -0.3487
22 S 1.74 -1.77 -0.10  0.2142
23 C -0.83 1.19 1.57  -0.4955
24 C 0.44 2.04 1.62  -0.9651
25 H 4.56 0.11 -0.59  0.1474
26 H 4.95 1.10 -2.01  0.4093
27 H 5.06 1.79 -0.38  0.3258
28 H 2.49 0.87 -1.76  0.3150
29 H 2.97 2.56 -1.50  0.4603
30 H 0.62 3.58 -0.96  0.2450
31 H 0.59 1.95 -1.67  0.5154
32 H -1.70 2.40 -1.41  0.5109
33 H -1.48 3.25 0.14  0.4656
34 H -3.82 2.18 -0.01  0.4479
35 H -5.89 0.89 -0.29  0.3943
36 H -5.80 -1.58 -0.39  0.4011
37 H -3.63 -2.75 -0.25  0.5014
38 H -0.50 -0.83 -0.11  0.0621
39 H 0.65 -5.17 0.41  0.4980
40 H 3.26 -5.00 0.39  0.4181
41 H 4.04 -2.52 0.03  0.4296
42 H -0.63 0.17 1.91  0.3938
43 H -1.59 1.63 2.25  0.2903
44 H 0.20 3.08 1.87  0.3566
45 H 1.14 1.66 2.37  0.4107

---

Model c:
ORCA calculation (ωB97M-V with the def2-TZVPD basis set) on one molecule with the formula C18H21N3O2S.

HOMO energy, eV: -7.7
Total charge: 0
Lowest unoccupied orbital energy, eV: 0.64
Gap between HOMO and LUMO, eV: 8.30

Each line ends with the Mulliken charge.
CARTESIAN COORDINATES (ANGSTROEM)
1 C 4.79 -0.15 -1.35  -1.1177
2 C 4.45 1.15 -0.65  -0.3955
3 O 3.95 0.94 0.66  -0.5389
4 C 2.71 0.40 0.79  -0.2425
5 C 1.62 0.16 -0.05  1.7458
6 C 1.30 0.31 -1.41  -0.3082
7 C 0.06 -0.06 -1.84  -1.1137
8 C -0.90 -0.61 -0.96  0.5457
9 C -2.26 -1.00 -1.44  0.1882
10 O -2.85 -1.98 -1.03  -0.6106
11 N -2.77 -0.18 -2.40  -0.1159
12 C -4.18 -0.22 -2.73  -0.8492
13 C -4.98 0.80 -1.89  -0.8302
14 C -4.73 0.55 -0.44  0.5375
15 C -3.74 1.06 0.34  -0.4881
16 C -3.72 0.52 1.64  -0.6010
17 C -4.70 -0.40 1.83  -0.4194
18 S -5.66 -0.62 0.43  -0.1507
19 C -0.62 -0.81 0.36  -0.9373
20 C 0.64 -0.41 0.84  -0.3067
21 N 1.11 -0.48 2.09  -1.3023
22 N 2.35 0.01 2.03  0.9025
23 C 3.17 0.06 3.21  -0.4945
24 C 4.16 -1.09 3.24  -1.0320
25 H 3.91 -0.78 -1.46  0.3543
26 H 5.53 -0.70 -0.78  0.3261
27 H 5.19 0.06 -2.34  0.3741
28 H 5.35 1.75 -0.50  0.3703
29 H 3.73 1.74 -1.23  0.3094
30 H 2.02 0.71 -2.11  0.3377
31 H -0.18 0.04 -2.89  0.5521
32 H -2.30 0.70 -2.57  0.3189
33 H -4.31 -0.02 -3.79  0.3709
34 H -4.52 -1.23 -2.50  0.4054
35 H -6.04 0.70 -2.13  0.3750
36 H -4.65 1.81 -2.15  0.3227
37 H -3.04 1.81 0.00  0.4187
38 H -3.01 0.79 2.40  0.4229
39 H -4.92 -0.97 2.71  0.4520
40 H -1.34 -1.25 1.03  0.6352
41 H 2.49 0.01 4.06  0.3490
42 H 3.70 1.02 3.22  0.2962
43 H 4.75 -1.06 4.15  0.3650
44 H 4.84 -1.03 2.39  0.2573
45 H 3.63 -2.04 3.20  0.3215

---

We find model b to be the most stable, with the next structure 0.212 eV higher.